The following is a quantum chemistry calculation of C10H26NNbOP as an isolated structure, from OMol25.

Last column: Löwdin charge in e.
Atoms and positions in Å:
C -3.502 -1.498 1.322  -0.460
P -3.120 -1.944 -0.476  0.524
C -4.704 -1.798 -1.491  -0.460
Nb -1.300 -0.314 -1.276  1.093
C 0.204 1.185 -2.085  -0.436
C 0.453 2.469 -1.153  -0.313
C 1.052 1.977 0.241  -0.264
C 2.316 2.833 0.739  -0.187
C 3.329 1.767 1.380  -0.288
N 4.143 2.392 2.460  -0.050
C 0.257 -1.989 -1.071  -0.377
C 0.966 -1.882 0.452  -0.361
C 1.572 -3.309 1.024  -0.072
O 2.428 -2.120 0.499  -0.170
H -2.519 -1.534 1.876  -0.002
H -3.895 -0.434 1.390  0.019
H -4.275 -2.197 1.761  0.009
H -5.048 -0.723 -1.615  0.014
H -5.589 -2.349 -1.035  0.012
H -4.526 -2.288 -2.489  0.009
H -1.663 -0.937 -2.978  -0.134
H -2.615 0.956 -1.442  -0.162
H -1.121 0.208 0.454  -0.110
H -0.243 1.594 -3.052  0.021
H 1.191 0.709 -2.394  0.039
H -0.489 3.067 -0.999  0.086
H 1.253 3.104 -1.653  0.082
H 1.456 0.932 0.057  0.073
H 0.222 1.945 0.999  0.079
H 1.952 3.478 1.584  0.096
H 2.801 3.402 -0.099  0.095
H 2.682 0.976 1.877  0.103
H 3.932 1.231 0.599  0.118
H 5.025 1.899 2.586  0.047
H 3.595 2.371 3.317  0.054
H 1.149 -1.863 -1.746  0.028
H -0.225 -3.002 -1.114  -0.007
H 0.479 -1.161 1.221  0.086
H 1.086 -3.919 0.230  0.080
H 1.291 -3.235 2.099  0.086

Properties
HOMO	-3.75	eV
net charge	-1
2S+1	1
lowest unoccupied orbital energy	2.61	eV
frontier orbital gap	6.4	eV
M	300.20	Da
electronic energy	-924.582195	Ha